# 1
106
Properties=species:S:1:pos:R:3:forces:R:3 method="wB97M-V/def2-TZVPD" smiles="CC[C@@H](Cl)c1c([C@H](I)CC)cc2c(c1OC(=O)c1ccccc1)C(=O)N(P(C)C)C2=O.COP(=O)(OC)OC.COP(=O)(OC)OC.COP(=O)(OC)OC" e_homo_ev=-8.2 charge=0
C 1.973 -3.198 2.096 -0.1471 0.0718 0.2472
C 1.806 -1.807 1.464 0.0501 -1.0586 -0.1060
C 2.379 -1.841 0.032 -0.5643 0.3826 0.3905
Cl 1.102 -2.576 -1.023 0.2777 -0.2001 -0.2513
C 2.831 -0.491 -0.491 -0.0956 -0.2924 -0.2681
C 4.205 -0.164 -0.575 0.2128 -0.4011 0.2080
C 5.279 -1.142 -0.109 0.2412 0.3565 -0.3418
I 5.222 -1.381 2.052 -0.0495 0.0960 -0.0984
C 6.707 -0.740 -0.504 0.0268 -0.5640 0.7244
C 7.814 -1.569 0.172 0.0620 0.5857 -0.5095
C 4.622 1.059 -1.106 -0.2443 0.1145 -0.0637
C 3.660 1.954 -1.499 0.0244 -0.1204 -0.5226
C 2.312 1.657 -1.382 -0.1017 0.5008 -0.8372
C 1.881 0.447 -0.910 0.4668 -0.1986 0.1568
O 0.521 0.219 -0.830 -0.4534 0.2298 0.0371
C -0.057 0.754 0.283 0.3368 0.2103 1.0905
O 0.596 1.122 1.227 0.0234 0.2175 -0.4079
C -1.536 0.820 0.301 -0.2445 -0.3539 -0.6665
C -2.303 -0.305 0.045 0.0457 -0.6061 -0.2781
C -3.682 -0.255 0.103 -0.6064 0.0962 0.2141
C -4.337 0.928 0.420 0.7293 -0.1984 -0.1928
C -3.557 2.053 0.653 -0.8137 0.3023 0.2262
C -2.180 2.010 0.600 0.3407 0.1631 0.1994
C 1.578 2.872 -1.900 0.0556 -0.7448 1.0280
O 0.523 2.928 -2.459 0.4869 0.1757 0.4526
N 2.486 3.974 -1.668 0.4793 1.3658 -0.8763
P 2.729 4.226 0.107 -0.5912 -1.3156 1.6762
C 4.319 5.111 0.339 0.2398 0.1576 -0.6854
C 1.356 5.283 0.696 0.1178 0.4882 -1.2132
C 3.753 3.343 -2.087 -0.2635 -0.5217 0.4493
O 4.582 3.839 -2.783 0.0708 0.0568 0.3926
H 1.879 -3.151 3.182 0.0311 0.0707 0.0154
H 1.202 -3.886 1.751 0.0573 -0.0183 -0.1640
H 2.941 -3.639 1.863 0.0355 -0.0131 0.0481
H 0.733 -1.630 1.421 0.0575 0.5086 -0.0214
H 2.300 -1.042 2.054 -0.0844 0.1330 -0.0460
H 3.179 -2.572 0.001 0.1409 0.1209 -0.0574
H 5.081 -2.125 -0.534 -0.0705 -0.1427 0.2850
H 6.875 0.285 -0.181 0.0622 0.1278 -0.3511
H 6.797 -0.851 -1.586 -0.1033 0.3160 -0.0723
H 7.561 -2.622 0.261 0.0662 -0.0449 0.0965
H 8.728 -1.456 -0.413 -0.0028 -0.2047 -0.0761
H 8.038 -1.121 1.137 -0.0727 -0.3829 0.2263
H 5.656 1.339 -1.198 0.0661 -0.1038 -0.0360
H -1.840 -1.253 -0.202 0.2023 0.0690 -0.0210
H -4.280 -1.139 -0.073 0.1473 -0.1302 -0.0716
H -5.416 0.959 0.465 -0.0366 0.0890 0.0659
H -4.068 2.973 0.905 0.1634 0.1417 -0.0392
H -1.598 2.901 0.792 0.0228 0.0148 0.0577
H 4.242 5.942 1.037 -0.2371 0.0600 -0.0562
H 5.011 4.387 0.767 -0.0472 -0.0414 0.0413
H 4.778 5.458 -0.589 -0.1547 0.2016 -0.0181
H 1.428 6.328 0.394 -0.0660 0.0721 0.1578
H 0.456 4.868 0.235 -0.0560 0.0021 0.0679
H 1.253 5.174 1.772 0.2148 -0.0263 0.0495
C -2.063 3.763 -2.575 -0.4227 0.2341 0.0866
O -3.283 4.122 -3.282 2.7070 -0.3567 -1.0720
P -3.165 5.102 -4.577 -4.8599 1.7813 -0.5315
O -3.573 6.437 -4.091 0.6717 -0.0603 0.1087
O -4.325 4.334 -5.403 -0.0290 0.1659 -0.1413
C -5.631 4.236 -4.843 -0.0325 -0.1101 0.0687
O -2.250 5.306 -5.875 1.5279 -1.7052 1.3925
C -2.717 6.269 -6.822 0.0209 0.4222 -0.2563
H -2.343 3.124 -1.744 -0.1127 -0.0043 -0.0521
H -1.394 3.224 -3.227 -0.0609 -0.0369 -0.1110
H -1.574 4.661 -2.194 0.0219 -0.0208 -0.0315
H -5.869 5.116 -4.244 0.0424 0.0000 0.0207
H -5.712 3.337 -4.232 0.0057 0.0224 0.0588
H -6.336 4.167 -5.670 0.0413 -0.0002 -0.0301
H -2.534 7.277 -6.456 -0.0686 -0.0299 0.1021
H -3.776 6.132 -7.032 -0.0037 -0.0505 0.0974
H -2.147 6.109 -7.735 0.0559 -0.1226 0.0840
C -7.858 2.711 5.376 -0.2049 -0.0080 -0.1343
O -7.641 1.342 5.780 2.1445 2.0746 -0.6280
P -6.330 0.552 5.194 -1.2040 -5.0868 0.7737
O -6.857 -0.303 4.111 0.1160 0.6552 -0.2894
O -6.059 -0.239 6.574 0.0971 -0.1168 -0.0862
C -7.077 -1.078 7.114 -0.0895 0.0338 0.0974
O -4.776 0.804 4.920 -0.7728 2.5561 0.4511
C -4.015 -0.344 4.533 0.3638 -0.3916 -0.3978
H -8.773 3.054 5.850 -0.0144 -0.0986 0.0301
H -7.034 3.347 5.698 -0.0206 0.0063 0.0235
H -7.972 2.774 4.292 -0.0139 0.0015 0.0161
H -7.666 -1.541 6.322 -0.0004 0.0434 -0.0270
H -7.727 -0.504 7.775 -0.0466 0.0141 -0.0368
H -6.584 -1.857 7.693 0.0499 0.0260 -0.0133
H -4.220 -0.601 3.496 -0.1486 0.0142 0.0283
H -4.222 -1.196 5.177 -0.1473 0.0778 0.0418
H -2.963 -0.083 4.626 -0.0831 0.2217 0.0848
C 5.021 -8.986 0.186 0.0083 0.0208 0.2461
O 3.619 -8.857 -0.128 2.3420 0.9722 -1.6938
P 3.123 -7.539 -0.966 -5.2133 0.1571 0.9597
O 2.537 -6.642 0.053 0.7299 0.1277 0.0023
O 2.027 -8.362 -1.817 -0.0777 0.1508 -0.0341
C 0.992 -9.068 -1.134 -0.0044 -0.1343 0.0322
O 3.565 -6.646 -2.216 2.2832 -1.4415 0.3428
C 2.617 -5.659 -2.641 -0.1708 0.5364 -0.0929
H 5.150 -9.906 0.750 -0.1034 -0.0055 0.0029
H 5.620 -9.044 -0.723 -0.0014 -0.0325 0.0070
H 5.354 -8.144 0.796 -0.0042 -0.0206 0.0049
H 0.703 -8.552 -0.218 0.0493 0.0117 0.0103
H 1.318 -10.082 -0.904 0.0199 0.0059 0.0570
H 0.135 -9.115 -1.803 0.0333 0.0284 -0.0391
H 2.616 -4.818 -1.952 -0.0536 -0.0899 0.1067
H 1.617 -6.079 -2.718 0.0418 -0.0947 0.0897
H 2.935 -5.313 -3.622 0.1426 -0.1580 0.0153

# 2
9
Properties=species:S:1:pos:R:3:forces:R:3 method="wB97M-V/def2-TZVPD" smiles="[NH-]N[N-][N+](=O)N=O" relative_energy_kcal_mol=77.93 e_homo_ev="-2.4 / -2.3" charge=-1
N 0.201 0.494 0.033 -2.3518 1.8349 -0.2308
N -0.128 -0.697 0.325 1.1853 -3.3240 -1.6530
N -1.300 -1.252 0.146 0.1217 -0.1375 0.8439
N -2.354 -0.390 -0.006 2.4995 0.1110 0.3216
O -3.475 -0.880 -0.213 -1.2582 -0.5912 -0.2903
N -2.028 0.903 0.136 -3.9661 1.2267 -0.3336
O -3.082 1.621 0.004 1.3372 -0.4341 0.2736
H 1.130 0.566 0.113 4.6919 0.0169 0.4184
H 0.670 -1.447 0.228 -2.2596 1.2972 0.6503

# 3
77
Properties=species:S:1:pos:R:3:forces:R:3 method="wB97M-V/def2-TZVPD" relative_energy_kcal_mol=0.00 e_homo_ev="-11.8 / -11.8" multiplicity=2 charge=+1 s_squared=0.76
N -0.341 -0.072 0.390 -0.6362 0.8426 0.4339
H -0.028 0.819 0.032 0.5458 1.1147 -0.6953
H -1.182 -0.252 -0.140 -0.1779 -0.5068 -0.1499
H -0.618 0.115 1.343 -0.0533 -0.3666 1.0098
H 0.369 -0.781 0.272 0.9309 -1.3615 -0.1435
C -4.670 -0.041 -2.813 -3.9603 -0.9598 -0.6098
F -5.449 0.776 -2.158 0.8817 0.6246 0.4650
F -5.018 -1.272 -2.423 1.6162 0.7533 -0.4595
F -4.894 0.120 -4.097 1.1903 -0.1764 0.4134
S -2.779 0.286 -2.333 4.8648 -0.2604 1.5579
O -2.753 1.736 -2.124 -1.3827 0.0354 -0.8155
O -2.524 -0.379 -1.039 -1.8158 -0.2055 -2.3315
O -1.962 -0.193 -3.473 -2.2159 0.1247 1.2251
C -0.739 -3.060 -2.985 2.2104 -0.5281 0.3762
C 0.484 -2.938 -3.864 0.0776 0.2319 -2.0437
O 1.745 -2.929 -3.195 -0.4061 0.4620 0.9476
O -0.484 -4.232 -2.240 -1.2285 -0.7873 0.8424
H -1.642 -3.176 -3.585 0.0740 0.0012 0.0873
H -0.811 -2.215 -2.301 -0.2432 0.2895 -0.0418
H 0.418 -2.083 -4.538 -0.1257 0.3296 0.0854
H 0.575 -3.814 -4.506 -0.7919 -0.1947 -0.2016
H 2.391 -2.872 -3.903 0.2657 -0.0554 0.1714
H 0.459 -4.366 -2.117 0.1787 0.1936 -0.1665
C -1.707 2.068 2.635 -0.3503 0.1111 0.3934
C -2.602 2.516 3.795 0.0727 -1.0505 -0.7353
O -1.820 2.485 4.966 0.3817 0.7439 0.2332
O -1.336 0.692 2.805 -0.3788 0.5272 0.2611
H -0.797 2.667 2.652 0.0100 0.2547 -0.1786
H -2.229 2.156 1.682 0.0257 0.0786 -0.0334
H -3.355 1.748 3.971 -0.5670 0.0895 -0.5891
H -3.075 3.470 3.561 0.1353 0.1370 0.1837
H -2.195 3.137 5.562 0.1966 -0.0945 0.3489
H -1.331 0.602 3.761 0.3543 -0.6347 0.2952
C -0.433 -4.496 1.585 -1.0000 0.1565 -1.7300
C -1.689 -3.716 1.986 0.1530 -0.7157 0.4415
O -1.914 -3.820 3.389 0.1419 0.8568 -0.1843
O 0.776 -3.942 2.028 0.5243 0.1268 1.1624
H -0.358 -4.425 0.500 -0.5135 -0.3451 -0.4201
H -0.497 -5.558 1.823 -0.1950 -0.0201 0.2510
H -2.601 -4.036 1.482 0.1977 -0.7794 -0.4203
H -1.639 -2.692 1.614 0.4883 0.3943 0.8221
H -1.874 -4.754 3.608 -0.0844 -0.0736 0.0728
H 1.303 -4.659 2.390 0.1441 0.1622 0.1842
C 3.108 -0.612 -0.670 2.0005 0.4200 0.6842
C 2.858 -1.808 0.301 0.1829 3.3351 -0.9651
C 2.868 -1.315 1.792 1.7307 -0.5410 -0.0894
O 4.067 -0.558 2.121 -0.1099 -0.3119 -0.5914
C 4.427 -0.611 3.510 -1.7149 -0.4009 -0.2053
N 1.505 -2.122 -0.059 -1.0989 -1.7610 0.1903
H 3.200 -0.852 -1.729 -0.7199 -0.4963 0.0155
H 4.097 -0.193 -0.488 0.1221 0.1632 0.3579
H 2.417 0.216 -0.510 -0.2657 -0.1702 -0.0316
H 3.578 -2.573 0.013 0.1224 -0.2333 0.7471
H 2.831 -2.213 2.409 0.0091 -0.1124 0.2625
H 1.981 -0.739 2.055 -0.1818 0.2287 -0.3300
H 5.356 -0.120 3.799 0.1264 -0.1923 -0.8367
H 4.380 -1.659 3.806 0.5086 -0.0813 0.3120
H 3.637 -0.111 4.071 -0.1226 0.1475 0.2833
H 1.513 -2.465 -1.009 0.0410 0.3558 -0.5789
H 1.232 -2.952 0.447 -0.3261 -0.1083 0.5525
C 1.823 3.396 0.059 -0.3524 1.0258 1.1121
C 0.417 3.623 -0.477 0.8233 -0.1903 -0.9159
C 0.394 4.590 -1.638 -0.3474 2.2731 0.5606
O -0.924 4.892 -2.090 0.0235 0.2355 -0.0418
C -0.958 5.977 -3.035 -0.7424 -0.0751 0.5139
N 0.062 2.360 -1.017 -0.7630 -1.9989 0.1607
H 2.620 3.162 -0.648 -0.2619 0.1761 -0.3248
H 1.758 2.570 0.767 0.1769 0.0290 0.1246
H 2.050 4.308 0.612 0.6691 -0.1294 0.0948
H -0.236 3.877 0.358 -0.1296 0.4095 -0.2149
H 0.964 4.297 -2.519 0.4646 -0.5556 0.1965
H 0.854 5.491 -1.233 0.1340 0.5843 -0.2968
H -1.994 6.176 -3.308 -0.1295 -0.7062 -0.1482
H -0.381 5.769 -3.937 0.1771 -0.0085 0.0756
H -0.712 6.944 -2.595 0.8361 -0.1199 0.2697
H 0.842 2.193 -1.637 -0.3704 -0.6951 -0.7063
H -0.811 2.440 -1.519 -0.0472 -0.0213 -0.5516

# 4
16
Properties=species:S:1:pos:R:3:forces:R:3 method="wB97M-V/def2-TZVPD" relative_energy_kcal_mol=94.39 e_homo_ev=-7.9 charge=0
C -0.377 1.943 0.391 0.2172 0.6227 0.3921
C -1.292 -0.253 0.794 -2.2397 1.2557 -0.0797
N -0.816 0.640 -0.091 1.5988 -1.9107 -0.0290
N -0.306 0.296 -1.247 -1.3434 1.5190 -0.5265
C 0.882 -1.781 -0.211 -1.4714 0.6999 2.5571
N 1.997 -1.036 -0.391 0.6614 -0.3327 -0.8257
O 0.451 -2.630 -0.955 0.3108 0.3009 -0.0630
H -0.806 -0.523 -1.595 0.2166 -0.2454 0.4047
H 2.257 -0.900 -1.371 0.1164 -0.1915 0.5492
H 2.257 -0.292 0.237 -0.4227 -0.1352 -0.0320
H -1.765 0.152 1.677 0.2942 0.3581 0.2589
H 0.233 2.448 -0.351 -0.1089 -0.2940 -0.2453
H -1.244 2.565 0.606 -0.0713 -0.0861 0.0198
H 0.217 1.841 1.299 -0.1409 -0.1498 0.0437
H 0.226 -1.432 0.828 1.7466 -0.9578 -2.1925
H -1.912 -1.039 0.380 0.6363 -0.4530 -0.2318

# 5
10
Properties=species:S:1:pos:R:3:forces:R:3 method="wB97M-V/def2-TZVPD" relative_energy_kcal_mol=28.47 e_homo_ev="-16.4 / -16.4" multiplicity=2 charge=+2 s_squared=0.75
Ag -4.718 2.565 -2.080 -0.1151 0.0049 -0.2015
Cu 0.270 3.373 1.786 0.3673 -0.1689 0.0911
Cl -1.095 3.065 -1.643 -0.1272 -0.0098 0.1063
C 0.213 -1.523 0.089 -0.0991 -0.6523 1.0910
N 1.615 -0.995 0.343 0.3981 -0.5317 -0.1994
O 2.622 -1.426 -0.240 -2.7328 1.3245 1.5133
O 1.563 -0.171 1.271 1.1456 -0.0164 -1.0790
H 0.185 -2.503 -0.387 0.1956 0.5079 -0.4639
H -0.483 -0.752 -0.242 0.6836 0.0224 -0.9482
H -0.171 -1.633 1.103 0.2838 -0.4807 0.0903

# 6
18
Properties=species:S:1:pos:R:3:forces:R:3 method="wB97M-V/def2-TZVPD" relative_energy_kcal_mol=137.01 e_homo_ev=-12.9 charge=+1
C 1.880 1.531 0.933 2.7909 1.7245 5.9414
C -0.311 -1.656 -0.138 -0.4574 -1.8219 0.8914
C -1.479 -1.833 -1.062 -1.7803 0.8568 2.2037
C 1.532 0.880 -0.239 2.8939 2.6590 -1.6318
C -1.764 0.263 0.355 2.6636 3.8034 -0.8219
N 2.466 1.776 -0.398 -0.6049 -1.8281 -0.5451
N -0.990 -0.481 -0.591 0.8686 -0.9948 -2.2644
H 1.354 2.368 1.404 -0.4795 -0.2351 -0.6850
H 2.569 1.114 1.827 -1.4652 0.1714 -2.4961
H -0.456 -1.810 0.935 -0.1628 -0.5670 -0.2403
H 0.659 -2.080 -0.453 -0.1130 1.1741 -0.2717
H -1.445 -2.076 -2.119 0.5155 0.1704 0.1754
H -2.467 -2.128 -0.567 1.5224 0.3338 -0.7819
H 0.863 0.263 -0.723 -1.5126 -1.6492 -1.4773
H -1.880 1.293 -0.129 -0.5524 -1.3268 0.6697
H -2.663 -0.102 0.673 -2.4317 -1.2948 0.5583
H -1.163 0.518 1.241 -0.0151 -0.4241 0.0078
H 3.294 2.159 -0.949 -1.6801 -0.7518 0.7677